Below is a cluster of 20 separate species, C15H53Cl2N2O20PS in total in a non-equilibrium geometry, with properties calculated with ωB97M-V/def2-TZVPD.

Structure (XYZ):
```
94
Properties=species:S:1:pos:R:3
C -5.41 -3.49 2.55
C -4.65 -2.91 1.30
Cl -5.45 -1.29 0.94
C -3.06 -2.72 1.55
Cl -2.45 -3.68 2.99
C -2.82 -1.20 1.88
C -3.11 -0.63 3.22
C -2.85 0.78 3.52
C -2.31 1.70 2.52
C -2.01 1.17 1.18
C -2.28 -0.27 0.90
S -1.81 -0.80 -0.79
C -0.23 0.11 -1.01
C 0.95 -0.47 -1.63
C 2.16 0.39 -1.68
P 3.78 -0.20 -2.41
N 3.77 0.03 -4.13
O 3.87 -1.88 -2.05
C 2.14 1.80 -1.12
C 0.93 2.37 -0.51
C -0.26 1.49 -0.46
N -1.47 2.04 0.14
H -6.50 -3.23 2.40
H -5.11 -2.96 3.50
H -5.32 -4.60 2.63
H -4.78 -3.52 0.37
H -2.50 -3.03 0.61
H -3.51 -1.34 3.99
H -3.05 1.19 4.57
H -2.09 2.77 2.73
H 0.95 -1.52 -2.02
H 2.80 0.18 -4.42
H 4.32 0.88 -4.30
H 3.98 -1.95 -1.08
H 3.06 2.49 -1.11
H 0.86 3.39 -0.06
H -2.18 2.01 -0.61
O 0.13 -4.00 0.73
H -0.09 -3.06 0.70
H -0.59 -4.39 1.25
O -2.82 1.73 6.71
H -3.03 2.60 7.06
H -2.70 1.18 7.49
O 5.63 -2.77 -5.13
H 5.78 -3.45 -4.47
H 5.14 -2.09 -4.65
O 6.96 -2.11 -1.13
H 6.23 -1.87 -1.71
H 7.20 -1.27 -0.71
O -7.61 1.18 0.83
H -7.53 1.31 1.78
H -7.03 0.42 0.65
O -7.19 4.07 -0.49
H -7.27 3.22 -0.03
H -6.95 4.70 0.20
O 8.12 -0.06 -3.05
H 8.27 -0.47 -3.91
H 8.09 -0.80 -2.43
O 10.05 -0.90 -0.67
H 9.69 -0.27 -1.31
H 10.87 -1.19 -1.07
O 9.41 -0.03 2.35
H 9.56 -0.45 1.50
H 9.38 -0.77 2.97
O -9.35 3.11 -2.39
H -8.98 2.75 -1.58
H -8.82 3.90 -2.55
O 5.30 3.04 -0.98
H 5.65 2.66 -0.16
H 5.84 3.82 -1.12
O 4.09 -3.15 -7.93
H 4.18 -3.01 -6.98
H 4.63 -3.92 -8.11
O 8.76 -2.95 1.44
H 8.66 -3.62 0.75
H 9.27 -2.24 1.01
O -6.67 6.52 -0.73
H -6.73 5.84 -1.42
H -6.19 7.24 -1.15
O -2.37 4.13 4.88
H -2.47 3.29 5.35
H -2.11 4.76 5.57
O 2.25 -0.92 -8.54
H 2.34 -0.78 -7.59
H 2.80 -1.69 -8.71
O -4.87 -5.22 5.32
H -4.95 -5.89 4.63
H -4.40 -4.49 4.89
O -9.82 -0.52 1.88
H -9.89 -1.19 1.19
H -9.34 0.20 1.46
O 2.09 4.78 1.10
H 2.44 4.41 1.92
H 2.63 5.57 0.96
```

The max |F| is 0.0614 hartree/bohr. The gap between HOMO and LUMO comes out at 8.4 eV. Its HOMO energy is -8.48 eV. For the LUMO energy, the calculation gives -0.033 eV.

These are the Mulliken partial charges, in e, on atoms 1 to 8: -1.10 -0.02 -0.24 -0.15 -0.19 -0.17 -0.35 -0.61